Entry 1:
Formula: C10H18BO6S2Sn
Source: OMol25
Level of theory: ωB97M-V/def2-TZVPD

CARTESIAN COORDINATES (ANGSTROEM)
Sn (-1.046, -0.982, 2.017)
B (1.495, 0.644, 2.891)
H (0.676, 1.136, 3.523)
H (2.545, 1.009, 3.127)
H (1.417, -0.491, 3.058)
H (1.153, 0.887, 1.822)
C (2.659, -2.945, -0.991)
C (2.685, -4.176, -1.701)
C (1.419, -4.955, -1.951)
O (1.385, -6.096, -2.493)
C (0.210, -4.566, -1.401)
C (0.151, -3.461, -0.509)
C (1.473, -2.550, -0.294)
O (1.331, -1.663, 0.564)
O (-0.848, -3.101, 0.139)
O (3.797, -4.568, -2.111)
H (3.588, -2.415, -0.843)
H (-0.676, -5.154, -1.585)
C (1.273, 1.181, -1.072)
S (-0.284, 0.431, -1.718)
O (-1.193, 0.523, -0.521)
C (-0.777, 1.936, -2.721)
H (0.872, 2.007, -0.478)
H (2.010, 1.555, -1.777)
H (1.663, 0.544, -0.276)
H (-1.493, 1.533, -3.434)
H (0.134, 2.260, -3.223)
H (-1.171, 2.735, -2.099)
C (-3.779, 2.902, 1.106)
S (-2.548, 2.824, 2.453)
O (-2.480, 1.381, 2.899)
C (-1.046, 3.162, 1.429)
H (-3.915, 3.948, 0.824)
H (-4.796, 2.637, 1.396)
H (-3.488, 2.202, 0.323)
H (-0.169, 2.637, 1.807)
H (-0.806, 4.223, 1.357)
H (-1.421, 2.827, 0.463)

As for the multiplicity: 1. For the HOMO energy, the calculation gives -0.1332 hartree. As for the LUMO energy: 1.010 eV. The total energy comes out at -1878.6450 a.u. For the orbital gap, the calculation gives 4.63 eV. The net charge is -1.

Löwdin atomic charge list, values in e, 5 entries:
1 Sn 1.60
2 B -0.49
3 H -0.08
4 H -0.04
5 H -0.08

=====

Entry 2:
Formula: C10H18Br4N4O3P
Source: OMol25
Level of theory: ωB97M-V/def2-TZVPD

CARTESIAN COORDINATES (ANGSTROEM)
O (-1.841, -2.480, -0.944)
C (-2.957, -1.958, -1.040)
O (-3.354, -0.741, -0.465)
C (-2.914, -0.617, 0.908)
C (-2.747, 0.921, 1.315)
C (-2.281, 1.865, 0.118)
C (-0.678, 1.816, -0.041)
C (-0.208, 1.131, -1.397)
N (-1.104, 0.677, -2.452)
N (-0.308, 0.200, -3.415)
N (0.960, 0.335, -3.013)
P (2.180, -0.215, -4.185)
O (2.497, -1.699, -4.081)
N (1.155, 0.863, -1.788)
C (2.419, 1.109, -1.039)
C (2.773, -0.048, 0.002)
C (2.158, 0.131, 1.461)
Br (2.413, 1.921, 2.262)
H (-3.720, -2.493, -1.707)
H (-1.937, -1.131, 1.144)
H (-3.719, -1.049, 1.596)
H (-1.913, 0.944, 2.107)
H (-3.664, 1.343, 1.843)
H (-2.543, 2.937, 0.431)
H (-2.831, 1.690, -0.860)
H (-0.330, 2.911, -0.083)
H (-0.200, 1.375, 0.885)
H (1.637, 0.102, -5.487)
H (3.324, 0.646, -3.993)
H (3.281, 1.135, -1.796)
H (2.360, 2.152, -0.602)
H (3.887, -0.259, 0.079)
H (2.309, -1.012, -0.419)
H (2.721, -0.608, 2.139)
H (1.073, -0.238, 1.472)
C (0.409, -2.434, 4.277)
Br (-0.544, -1.042, 5.231)
Br (-0.378, -2.790, 2.541)
Br (2.302, -2.044, 4.135)
H (0.315, -3.346, 4.862)

As for the multiplicity: 1. For the HOMO energy, the calculation gives -0.4683 hartree. As for the LUMO energy: -4.685 eV. The total energy comes out at -11473.5957 a.u. For the orbital gap, the calculation gives 8.06 eV. The net charge is +1.

Löwdin atomic charge list, values in e, 5 entries:
1 O 0.02
2 C -0.26
3 O -0.08
4 C -0.19
5 C -0.15

=====

Entry 3:
Formula: C10H18BrCl8N2
Source: OMol25
Level of theory: ωB97M-V/def2-TZVPD

CARTESIAN COORDINATES (ANGSTROEM)
Br (-2.069, -1.506, 4.833)
C (-1.676, -2.504, 3.217)
C (-0.715, -1.693, 2.305)
C (-1.382, -1.241, 0.999)
N (-1.180, 0.193, 0.702)
C (-1.989, 0.823, -0.212)
C (-1.594, 2.129, -0.245)
N (-0.558, 2.233, 0.636)
C (-0.296, 1.052, 1.197)
H (-2.601, -2.769, 2.720)
H (-1.154, -3.405, 3.513)
H (0.140, -2.326, 2.092)
H (-0.407, -0.839, 2.898)
H (-1.118, -1.878, 0.160)
H (-2.451, -1.372, 1.147)
H (-2.773, 0.347, -0.768)
H (-2.022, 2.917, -0.834)
H (-0.073, 3.099, 0.833)
H (0.453, 0.798, 1.922)
C (-2.181, 2.582, 3.551)
Cl (-3.709, 2.614, 4.414)
Cl (-1.516, 4.191, 3.240)
H (-1.464, 2.017, 4.138)
H (-2.352, 2.097, 2.597)
C (1.430, 0.924, -2.000)
Cl (2.853, 1.898, -2.370)
Cl (0.907, -0.042, -3.380)
H (1.674, 0.236, -1.186)
H (0.620, 1.587, -1.719)
C (1.954, -3.345, -1.224)
Cl (0.705, -4.392, -0.549)
Cl (1.966, -1.761, -0.417)
H (2.923, -3.808, -1.083)
H (1.755, -3.187, -2.277)
C (3.480, 0.918, -5.671)
Cl (4.888, -0.067, -5.252)
Cl (3.390, 1.222, -7.409)
H (2.586, 0.395, -5.361)
H (3.555, 1.867, -5.156)

As for the multiplicity: 1. For the HOMO energy, the calculation gives -0.4618 hartree. As for the LUMO energy: -3.253 eV. The total energy comes out at -6756.6459 a.u. For the orbital gap, the calculation gives 9.31 eV. The net charge is +1.

Löwdin atomic charge list, values in e, 5 entries:
1 Br 0.67
2 C -0.58
3 C -0.26
4 C -0.11
5 N -0.02

=====

Entry 4:
Formula: C10H18Cl2N2PdS
Source: OMol25
Level of theory: ωB97M-V/def2-TZVPD

CARTESIAN COORDINATES (ANGSTROEM)
Pd (0.751, -1.436, -0.324)
Cl (-1.218, -2.577, -1.201)
Cl (-0.124, 2.138, -0.007)
C (2.238, -0.273, -0.297)
H (2.366, 0.427, 0.544)
H (3.117, -0.437, -0.926)
C (-0.650, 0.822, -1.103)
C (0.517, 0.068, -1.525)
H (-1.330, 0.238, -0.451)
C (0.645, -0.572, -2.914)
H (1.554, 0.660, -1.364)
C (-0.472, -0.212, -3.920)
H (1.633, -0.265, -3.309)
H (0.716, -1.672, -2.834)
C (-1.764, 0.235, -3.249)
H (-0.101, 0.585, -4.576)
H (-0.645, -1.059, -4.593)
C (-1.509, 1.345, -2.231)
H (-2.509, 0.532, -4.001)
H (-2.160, -0.643, -2.719)
H (-1.015, 2.182, -2.707)
H (-2.454, 1.730, -1.844)
S (-0.380, -1.574, 1.722)
C (0.235, -0.271, 2.618)
N (1.533, 0.033, 2.821)
C (1.719, 1.062, 3.831)
C (0.288, 1.454, 4.188)
N (-0.509, 0.549, 3.382)
H (2.287, -0.475, 2.381)
H (2.293, 1.898, 3.424)
H (2.254, 0.657, 4.696)
H (0.082, 2.497, 3.925)
H (0.081, 1.313, 5.252)
H (-1.522, 0.487, 3.426)

As for the multiplicity: 5. For the HOMO energy (alpha / beta), the calculation gives -0.1716 / -0.3309 hartree. As for the LUMO energy (alpha / beta): 0.251 / -2.687 eV. The total energy comes out at -1947.5134 a.u. For the orbital gap (alpha / beta), the calculation gives 4.92 / 6.32 eV.

Löwdin atomic charge list, values in e, 5 entries:
1 Pd 0.63
2 Cl -0.07
3 Cl 0.63
4 C -0.29
5 H -0.01

=====

Taking the records one at a time from the top gives max |F| values of 3.99, 5.76, 1.15, 7.07 eV Å⁻¹.